This record from the OMol25 dataset describes a single C22H23NO5 molecule. The level of theory is ωB97M-V with the def2-TZVPD basis set.

Last column: natural (NBO) charge in e.
Positions of all 51 atoms, in Å:
C (-6.131, -1.676, 0.018)  -0.636
C (-4.772, -1.116, -0.253)  0.036
C (-3.847, -1.841, -1.000)  -0.226
C (-2.599, -1.324, -1.268)  -0.157
C (-2.238, -0.063, -0.790)  -0.121
C (-3.160, 0.669, -0.043)  -0.171
C (-4.410, 0.144, 0.217)  -0.230
H (-5.119, 0.717, 0.797)  0.214
H (-2.900, 1.648, 0.332)  0.222
C (-0.881, 0.438, -1.070)  0.598
O (-0.106, -0.136, -1.813)  -0.585
C (-0.506, 1.733, -0.418)  -0.114
C (-0.573, 2.906, -1.159)  -0.197
C (-0.222, 4.117, -0.587)  -0.178
C (0.203, 4.170, 0.732)  -0.215
C (0.284, 3.007, 1.474)  -0.162
C (-0.065, 1.784, 0.907)  -0.101
C (0.096, 0.562, 1.736)  0.777
O (0.395, 0.566, 2.902)  -0.574
O (-0.118, -0.553, 1.015)  -0.532
C (0.170, -1.813, 1.603)  -0.173
H (0.347, -1.695, 2.677)  0.244
H (-0.698, -2.460, 1.444)  0.215
C (1.412, -2.466, 0.968)  0.656
O (2.009, -3.349, 1.543)  -0.617
N (1.716, -1.992, -0.249)  -0.631
H (1.128, -1.288, -0.674)  0.426
C (2.926, -2.349, -0.945)  -0.244
H (2.684, -2.784, -1.921)  0.193
H (3.434, -3.092, -0.327)  0.241
C (3.859, -1.139, -1.154)  0.093
H (4.788, -1.520, -1.598)  0.184
C (3.231, -0.027, -2.022)  -0.452
H (3.741, 0.061, -2.979)  0.218
H (2.179, -0.232, -2.216)  0.227
C (3.383, 1.239, -1.173)  -0.432
H (2.532, 1.911, -1.262)  0.215
C (3.522, 0.666, 0.238)  -0.050
H (4.104, 1.297, 0.912)  0.191
O (4.220, -0.548, 0.085)  -0.526
H (2.533, 0.495, 0.688)  0.146
H (4.291, 1.777, -1.444)  0.204
H (0.623, 3.016, 2.498)  0.242
H (0.475, 5.115, 1.176)  0.222
H (-0.279, 5.021, -1.174)  0.221
H (-0.903, 2.863, -2.186)  0.225
H (-1.876, -1.884, -1.844)  0.233
H (-4.115, -2.821, -1.370)  0.215
H (-6.600, -1.176, 0.862)  0.219
H (-6.768, -1.537, -0.856)  0.227
H (-6.076, -2.743, 0.222)  0.223

LUMO energy (eV): -0.147
Structure (SMILES): Cc1ccc(C(=O)c2ccccc2C(=O)OCC(=O)NC[C@H]2CCCO2)cc1
Relative energy (zero: lowest compared OMol25 entry of this formula, charge and spin) (kJ/mol): 25.1
HOMO-LUMO gap (eV): 8.89

This record from the OMol25 dataset describes a single C22H23NO7 molecule. The level of theory is ωB97M-V with the def2-TZVPD basis set.

Last column: natural (NBO) charge in e.
Positions of all 53 atoms, in Å:
C (-2.139, 3.516, -2.952)  -0.637
C (-0.628, 3.709, -3.025)  -0.064
H (-0.394, 4.578, -3.648)  0.192
O (0.025, 2.632, -3.669)  -0.535
C (0.271, 1.478, -2.968)  0.299
C (-0.048, 1.243, -1.644)  -0.295
C (0.300, 0.038, -1.043)  -0.055
C (0.965, -0.934, -1.771)  -0.215
C (1.265, -0.718, -3.105)  -0.254
C (0.927, 0.479, -3.712)  0.255
O (1.234, 0.692, -5.017)  -0.664
H (0.930, 1.581, -5.249)  0.495
H (1.774, -1.466, -3.690)  0.226
H (1.251, -1.863, -1.302)  0.217
C (0.007, -0.153, 0.430)  -0.047
N (-0.230, -1.531, 0.791)  -0.405
C (0.684, -1.992, 1.662)  0.614
O (0.774, -3.100, 2.166)  -0.641
C (1.613, -0.864, 1.952)  0.301
C (1.221, 0.222, 1.254)  -0.185
C (1.710, 1.601, 1.241)  0.511
O (0.975, 2.538, 0.965)  -0.555
C (3.117, 1.809, 1.568)  0.141
C (3.774, 2.983, 1.870)  -0.214
C (5.121, 2.636, 2.077)  -0.326
C (5.190, 1.285, 1.875)  0.133
O (3.996, 0.784, 1.569)  -0.371
H (6.016, 0.601, 1.917)  0.206
H (5.927, 3.291, 2.336)  0.233
H (3.326, 3.953, 1.937)  0.240
O (2.577, -1.061, 2.848)  -0.630
H (2.494, -1.987, 3.147)  0.508
C (-1.320, -2.304, 0.263)  -0.241
H (-1.078, -3.360, 0.408)  0.227
H (-1.426, -2.102, -0.807)  0.223
C (-2.656, -1.989, 0.967)  0.095
H (-2.888, -0.926, 0.824)  0.177
O (-3.706, -2.720, 0.361)  -0.523
C (-4.049, -3.799, 1.208)  -0.068
H (-5.073, -4.088, 0.971)  0.194
C (-3.867, -3.260, 2.626)  -0.425
H (-3.729, -4.050, 3.359)  0.217
H (-4.732, -2.658, 2.906)  0.204
C (-2.628, -2.377, 2.461)  -0.448
H (-2.653, -1.502, 3.107)  0.219
H (-1.724, -2.944, 2.680)  0.225
H (-3.382, -4.655, 1.031)  0.159
H (-0.846, 0.476, 0.713)  0.225
H (-0.535, 1.995, -1.046)  0.234
H (-0.203, 3.871, -2.029)  0.184
H (-2.594, 4.386, -2.487)  0.217
H (-2.548, 3.395, -3.952)  0.214
H (-2.390, 2.633, -2.370)  0.213

LUMO energy (eV): -0.266
Structure (SMILES): CCOc1cc([C@@H]2C(C(=O)c3ccco3)=C(O)C(=O)N2C[C@@H]2CCCO2)ccc1O
Relative energy (zero: lowest compared OMol25 entry of this formula, charge and spin) (kJ/mol): 4.2
HOMO-LUMO gap (eV): 7.86

This record from the OMol25 dataset describes 2 unconnected molecules or ions with the total composition C22H23NO8P. The level of theory is ωB97M-V with the def2-TZVPD basis set.

Last column: natural (NBO) charge in e.
Positions of all 55 atoms, in Å:
C (7.891, -2.863, -0.401)  -0.634
C (6.536, -2.285, 0.194)  -0.062
O (6.592, -0.866, 0.035)  -0.543
C (6.358, -0.155, 1.251)  -0.062
C (4.853, 0.381, 1.400)  -0.455
C (4.262, 0.962, 0.080)  0.010
C (5.121, 1.636, -0.907)  -0.282
C (4.639, 2.182, -2.214)  -0.310
C (3.224, 2.045, -2.538)  -0.200
C (2.303, 1.404, -1.553)  -0.086
C (2.797, 0.851, -0.219)  -0.178
C (1.773, 0.235, 0.698)  0.407
O (1.989, -0.129, 1.902)  -0.759
C (0.323, 0.057, 0.193)  -0.147
C (-0.657, -0.638, 1.082)  -0.181
C (-2.064, -0.813, 0.680)  -0.257
C (-2.544, -0.300, -0.633)  -0.047
C (-4.000, -0.429, -1.188)  -0.519
C (-5.143, -0.201, -0.127)  0.696
O (-5.478, 0.893, 0.245)  -0.462
N (-5.818, -1.420, 0.350)  -0.540
C (-6.246, -1.276, 1.762)  -0.440
C (-6.994, -1.687, -0.511)  -0.415
C (-1.566, 0.379, -1.507)  -0.200
C (-0.155, 0.578, -1.122)  -0.062
C (0.841, 1.316, -2.008)  0.394
O (0.452, 1.828, -3.094)  -0.733
H (7.979, -3.972, -0.257)  0.189
H (8.785, -2.340, 0.057)  0.197
H (7.971, -2.661, -1.510)  0.209
H (6.326, -2.636, 1.237)  0.172
H (5.721, -2.666, -0.496)  0.184
H (6.566, -0.753, 2.186)  0.155
H (7.053, 0.741, 1.309)  0.160
H (4.821, 1.151, 2.229)  0.211
H (4.266, -0.517, 1.753)  0.250
H (6.203, 1.713, -0.611)  0.178
H (5.396, 2.643, -2.889)  0.183
H (2.870, 2.420, -3.524)  0.223
H (-0.371, -1.037, 2.087)  0.223
H (-2.826, -1.303, 1.340)  0.200
H (-4.110, -1.483, -1.591)  0.203
H (-4.152, 0.266, -2.064)  0.234
H (-6.782, -0.307, 1.971)  0.271
H (-6.966, -2.113, 1.981)  0.166
H (-5.351, -1.417, 2.425)  0.191
H (-6.801, -1.309, -1.549)  0.201
H (-7.893, -1.159, -0.068)  0.204
H (-7.233, -2.792, -0.582)  0.168
H (-1.884, 0.764, -2.506)  0.218
O (-7.565, 1.963, 1.905)  -0.989
P (-7.773, 3.416, 1.445)  2.435
O (-6.652, 4.309, 1.993)  -0.966
O (-9.126, 3.920, 1.973)  -1.026
O (-7.759, 3.471, -0.090)  -0.976

LUMO energy (eV): 4.579
HOMO-LUMO gap (eV): 1.46
Net charge: -3

This record from the OMol25 dataset describes a molecular structure, C22H24BrErO3. The level of theory is ωB97M-V with the def2-TZVPD basis set.

Last column: Mulliken spin population.
Positions of all 51 atoms, in Å:
Er (0.018, 0.162, -0.107)  3.023
C (-0.646, 1.370, -2.287)  0.002
C (-0.245, 2.423, -1.414)  -0.007
C (1.161, 2.288, -1.177)  0.005
H (-0.892, 3.202, -1.011)  0.000
C (1.625, 1.146, -1.891)  -0.011
C (0.509, 0.577, -2.583)  0.000
H (0.537, -0.269, -3.269)  0.000
H (-1.642, 1.230, -2.707)  0.000
H (1.793, 2.985, -0.627)  0.000
H (2.664, 0.822, -1.947)  0.000
C (0.284, -2.297, 0.924)  -0.006
C (0.280, -2.433, -0.500)  0.003
C (1.474, -1.837, -1.003)  -0.013
H (-0.474, -2.948, -1.096)  0.000
C (2.201, -1.298, 0.099)  -0.002
C (1.470, -1.588, 1.295)  0.004
H (1.811, -1.384, 2.315)  0.001
H (-0.461, -2.700, 1.609)  0.001
H (1.804, -1.852, -2.043)  -0.001
H (3.199, -0.855, 0.058)  0.001
O (0.096, 1.566, 1.364)  0.000
C (3.783, 1.480, 1.795)  0.000
C (2.622, 2.350, 2.090)  0.000
C (4.580, 1.672, 0.569)  0.000
C (4.224, 0.435, 2.743)  0.000
C (0.946, 2.234, 2.236)  0.000
H (2.734, 3.238, 1.440)  0.000
H (2.811, 2.666, 3.135)  0.000
H (0.757, 1.856, 3.251)  0.000
H (0.640, 3.301, 2.222)  -0.001
H (5.656, 1.732, 0.812)  0.000
H (4.311, 2.580, 0.012)  0.000
H (4.475, 0.820, -0.127)  0.000
H (5.106, 0.758, 3.327)  0.000
H (4.539, -0.469, 2.190)  0.000
H (3.447, 0.145, 3.464)  0.000
Br (-2.460, -1.613, -2.907)  0.000
C (-4.018, -1.816, -1.831)  0.000
C (-5.077, -2.563, -2.361)  0.000
C (-6.261, -2.740, -1.634)  0.000
C (-6.394, -2.161, -0.366)  0.000
C (-5.357, -1.393, 0.159)  0.000
C (-4.169, -1.207, -0.562)  -0.001
C (-3.165, -0.259, 0.013)  0.000
O (-3.552, 0.719, 0.662)  0.001
O (-1.931, -0.586, -0.242)  0.002
H (-4.982, -2.991, -3.354)  0.000
H (-7.075, -3.316, -2.070)  0.000
H (-7.308, -2.281, 0.210)  0.000
H (-5.449, -0.901, 1.123)  0.000

Multiplicity: 4
LUMO energy (alpha / beta) (eV): 4.104 / 4.104
<S²>: 3.75
HOMO-LUMO gap (alpha / beta) (eV): 2.02 / 2.02
Net charge: -2

This record from the OMol25 dataset describes a molecular structure, C22H24BrIrO3. The level of theory is ωB97M-V with the def2-TZVPD basis set.

Last column: Mulliken spin population.
Positions of all 51 atoms, in Å:
Ir (0.479, -0.761, 0.024)  2.405
C (1.174, -2.415, 1.650)  0.088
C (-0.233, -2.417, 1.672)  0.225
C (-0.691, -2.866, 0.423)  0.086
H (-0.849, -2.077, 2.484)  -0.016
C (0.431, -3.149, -0.377)  0.115
C (1.585, -2.875, 0.381)  0.174
H (2.601, -2.997, 0.049)  -0.002
H (1.815, -2.100, 2.455)  -0.009
H (-1.718, -2.897, 0.105)  -0.010
H (0.411, -3.464, -1.405)  -0.020
C (1.977, 0.996, 0.766)  0.225
C (2.778, -0.098, 0.428)  0.159
C (2.614, -0.348, -0.956)  0.167
H (3.381, -0.675, 1.107)  -0.008
C (1.758, 0.644, -1.474)  0.105
C (1.344, 1.457, -0.414)  0.124
H (0.629, 2.259, -0.463)  -0.009
H (1.824, 1.393, 1.754)  -0.010
H (3.080, -1.134, -1.524)  -0.007
H (1.413, 0.696, -2.492)  -0.025
O (-0.655, -0.785, -1.422)  0.036
C (-0.277, -0.471, -4.385)  0.671
C (-1.534, -0.271, -3.615)  0.114
C (0.193, -1.848, -4.664)  0.030
C (0.345, 0.683, -5.076)  0.034
C (-1.309, 0.197, -2.173)  0.121
H (-2.118, -1.194, -3.573)  0.018
H (-2.164, 0.482, -4.099)  0.013
H (-0.763, 1.145, -2.175)  -0.025
H (-2.273, 0.393, -1.691)  -0.005
H (-0.306, -2.287, -5.541)  0.046
H (-0.016, -2.511, -3.825)  -0.001
H (1.264, -1.883, -4.871)  0.013
H (-0.098, 0.860, -6.068)  0.025
H (1.414, 0.538, -5.242)  0.015
H (0.216, 1.612, -4.518)  0.007
Br (-2.271, 2.846, 1.402)  0.002
C (-1.809, 2.501, 3.231)  0.006
C (-2.323, 3.378, 4.202)  0.002
C (-2.009, 3.212, 5.554)  -0.002
C (-1.179, 2.170, 5.951)  0.002
C (-0.653, 1.300, 5.001)  -0.003
C (-0.954, 1.443, 3.624)  0.033
C (-0.307, 0.491, 2.679)  0.007
O (0.681, -0.217, 3.167)  0.005
O (-0.595, 0.408, 1.376)  0.074
H (-2.961, 4.198, 3.909)  0.000
H (-2.406, 3.892, 6.294)  0.000
H (-0.931, 2.038, 6.999)  0.000
H (-0.003, 0.508, 5.355)  0.000

Multiplicity: 6
LUMO energy (alpha / beta) (eV): 2.749 / 2.739
<S²>: 8.77
HOMO-LUMO gap (alpha / beta) (eV): 4.95 / 5.90
Net charge: -1

no.,calculated total energy (eV)
1,-34915.862
2,-39009.278
3,-50338.303
4,-127008.994
5,-102221.003